{
  "formula": "C6H14N2O",
  "method": "ωB97M-V with the def2-TZVPD basis set",
  "elements": ["C", "N", "C", "C", "N", "H", "H", "H", "H", "H", "H", "C", "C", "O", "C", "H", "H", "H", "H", "H", "H", "H", "H"],
  "coordinates": [[1.391, 2.245, -0.024], [1.687, 1.095, 0.390], [1.758, -0.015, -0.439], [2.439, -1.079, 0.007], [1.147, 0.045, -1.687], [1.223, 2.519, -1.061], [1.334, 3.041, 0.704], [2.957, -1.038, 0.945], [2.543, -1.970, -0.587], [0.272, 0.564, -1.674], [1.061, -0.853, -2.140], [-0.682, -0.221, 2.071], [-1.292, -0.793, 0.805], [-1.466, 0.243, -0.142], [-2.299, -0.117, -1.213], [-0.617, -0.994, 2.828], [-1.302, 0.592, 2.440], [0.321, 0.163, 1.866], [-0.644, -1.577, 0.385], [-2.268, -1.248, 1.033], [-2.382, 0.754, -1.860], [-3.298, -0.399, -0.864], [-1.884, -0.958, -1.782]],
  "e_lumo_ev": 0.803,
  "homo_ha": -0.2993,
  "smiles": "C=NC(=C)N.CCOC",
  "homo_lumo_gap_ev": 8.95
}

=====

{
  "formula": "C5H32NO11",
  "method": "ωB97M-V with the def2-TZVPD basis set",
  "elements": ["C", "N", "C", "O", "C", "C", "C", "H", "H", "H", "H", "H", "H", "H", "H", "H", "H", "H", "H", "H", "H", "O", "H", "H", "O", "H", "H", "O", "H", "H", "O", "H", "H", "O", "H", "H", "O", "H", "H", "O", "H", "H", "O", "H", "H", "O", "H", "H", "O"],
  "coordinates": [[-0.254, 1.839, -1.495], [-1.259, 1.308, -0.540], [-1.749, 2.390, 0.554], [-0.702, 2.810, 1.253], [1.141, 2.066, -0.890], [1.787, 0.823, -0.287], [2.032, -0.300, -1.307], [-0.178, 1.169, -2.376], [-0.640, 2.779, -1.927], [-2.076, 0.929, -1.017], [-2.170, 3.188, -0.070], [-2.469, 1.799, 1.153], [1.063, 2.806, -0.064], [1.773, 2.572, -1.627], [2.773, 1.124, 0.171], [1.173, 0.406, 0.541], [1.087, -0.748, -1.683], [2.615, -1.135, -0.884], [2.648, 0.069, -2.151], [-1.343, -0.815, -3.361], [-0.802, -1.706, -4.500], [-0.904, -0.791, -4.245], [-0.772, -3.366, 2.540], [0.635, -3.624, 2.025], [-0.241, -4.020, 2.065], [-0.045, -1.503, 0.112], [-0.852, 0.405, -0.001], [-0.933, -1.128, 0.189], [0.871, -0.530, 3.672], [0.871, 0.987, 3.843], [1.455, 0.201, 3.959], [3.135, -0.250, 1.425], [2.621, -0.348, 2.867], [3.254, -0.782, 2.232], [-1.618, -2.732, -0.103], [-1.174, -4.058, 0.542], [-1.645, -3.727, -0.252], [-1.441, -1.378, 1.623], [-2.026, -0.681, 2.932], [-1.688, -1.512, 2.602], [-1.686, -1.082, -1.081], [-2.781, -1.797, -1.986], [-2.245, -0.999, -1.952], [0.154, 3.027, 3.916], [-0.557, 2.409, 2.679], [-0.290, 2.219, 3.667], [0.521, 0.177, -4.542], [1.585, 0.812, -3.651], [1.348, 0.695, -4.570]],
  "charge": -1,
  "e_lumo_ev": 2.859,
  "homo_ha": -0.2215,
  "homo_lumo_gap_ev": 8.89
}

=====

{
  "formula": "C6H11ClO",
  "method": "ωB97M-V with the def2-TZVPD basis set",
  "elements": ["C", "C", "C", "C", "C", "C", "O", "Cl", "H", "H", "H", "H", "H", "H", "H", "H", "H", "H", "H"],
  "coordinates": [[-3.487, -2.072, 0.011], [-2.989, -0.872, 0.026], [2.112, -0.823, 0.434], [2.156, 1.607, -0.248], [-0.174, 0.291, -0.039], [1.395, 0.269, -0.300], [-0.766, 1.349, 0.264], [-4.007, 0.497, -0.487], [-4.659, -2.127, -0.180], [-2.874, -2.992, 0.115], [2.306, -1.663, -0.179], [1.440, -1.139, 1.248], [3.040, -0.441, 0.712], [1.854, 2.542, -0.923], [2.282, 2.028, 0.806], [3.279, 1.613, -0.545], [-1.968, -0.482, 0.371], [1.430, 0.125, -1.409], [-0.368, 2.290, 0.323]],
  "e_lumo_ev": 0.505,
  "homo_ha": -0.3024,
  "homo_lumo_gap_ev": 8.73
}

=====

{
  "formula": "C6H10N2O2",
  "method": "ωB97M-V with the def2-TZVPD basis set",
  "elements": ["C", "C", "O", "C", "N", "C", "C", "C", "N", "O", "H", "H", "H", "H", "H", "H", "H", "H", "H", "H"],
  "coordinates": [[-0.338, -2.046, -0.974], [0.147, -1.379, 0.303], [0.230, -1.955, 1.396], [0.997, -0.130, 0.082], [2.370, -0.252, 0.105], [0.188, 0.906, -0.061], [0.318, 2.243, -0.673], [-1.410, 0.458, 0.219], [-1.717, 0.377, 1.542], [-2.237, 0.653, -0.652], [0.180, -2.999, -1.093], [-1.416, -2.198, -0.909], [-0.146, -1.435, -1.859], [2.840, 0.598, 0.405], [2.647, -1.054, 0.673], [-0.445, 2.399, -1.442], [0.224, 3.032, 0.076], [1.292, 2.331, -1.170], [-1.036, 0.052, 2.218], [-2.690, 0.400, 1.814]],
  "e_lumo_ev": 0.161,
  "homo_ha": -0.3105,
  "smiles": "CC(=O)/C(N)=C(/C)C(N)=O",
  "homo_lumo_gap_ev": 8.61
}

=====

{
  "formula": "C25H24FN5S",
  "method": "ωB97M-V with the def2-TZVPD basis set",
  "elements": ["F", "C", "C", "C", "C", "C", "C", "C", "N", "C", "C", "C", "C", "C", "S", "C", "N", "N", "N", "N", "C", "C", "C", "C", "C", "C", "C", "C", "C", "C", "C", "C", "H", "H", "H", "H", "H", "H", "H", "H", "H", "H", "H", "H", "H", "H", "H", "H", "H", "H", "H", "H", "H", "H", "H", "H"],
  "coordinates": [[3.498, 6.044, -0.821], [2.747, 4.927, -0.909], [2.105, 4.455, 0.221], [1.334, 3.313, 0.122], [1.210, 2.634, -1.089], [0.416, 1.398, -1.182], [0.834, 0.351, -1.890], [0.090, -0.943, -1.968], [-0.884, -1.043, -0.899], [-1.623, -2.309, -0.913], [-2.617, -2.439, -2.030], [-3.891, -1.971, -2.116], [-4.493, -2.237, -3.367], [-3.667, -2.892, -4.219], [-2.134, -3.207, -3.510], [-2.264, -2.506, 0.420], [-3.522, -2.768, 0.688], [-3.607, -2.905, 2.004], [-2.480, -2.743, 2.557], [-1.587, -2.490, 1.597], [-0.212, -2.197, 1.886], [-0.119, -0.942, 2.764], [1.298, -0.457, 2.892], [1.968, 0.041, 1.780], [3.260, 0.521, 1.893], [3.904, 0.500, 3.119], [3.249, -0.006, 4.228], [1.953, -0.481, 4.115], [-1.721, 0.144, -0.867], [-0.877, 1.334, -0.416], [1.870, 3.138, -2.209], [2.637, 4.283, -2.129], [2.213, 4.978, 1.158], [0.845, 2.935, 1.007], [1.765, 0.384, -2.436], [0.796, -1.776, -1.873], [-0.377, -1.024, -2.968], [-0.868, -3.101, -1.032], [-4.398, -1.484, -1.304], [-5.499, -1.951, -3.614], [-3.856, -3.217, -5.223], [0.228, -3.051, 2.408], [0.302, -2.033, 0.939], [-0.730, -0.161, 2.303], [-0.542, -1.163, 3.745], [1.476, 0.061, 0.819], [3.760, 0.917, 1.021], [4.911, 0.877, 3.209], [3.746, -0.029, 5.186], [1.445, -0.868, 4.986], [-2.541, -0.022, -0.164], [-2.159, 0.354, -1.856], [-1.439, 2.260, -0.563], [-0.663, 1.246, 0.652], [1.765, 2.634, -3.158], [3.145, 4.682, -2.993]],
  "e_lumo_ev": 0.503,
  "homo_ha": -0.3218,
  "smiles": "Fc1ccc(C2=CCN([C@H](c3cccs3)c3nnnn3CCc3ccccc3)CC2)cc1",
  "homo_lumo_gap_ev": 9.26
}

=====

{
  "formula": "C29H19BrCl2N4OTi",
  "method": "ωB97M-V with the def2-TZVPD basis set",
  "elements": ["Ti", "Cl", "C", "C", "C", "Cl", "C", "C", "C", "C", "N", "C", "C", "O", "H", "H", "H", "H", "N", "C", "C", "C", "C", "C", "C", "H", "H", "H", "H", "H", "H", "H", "N", "C", "C", "C", "C", "C", "C", "C", "C", "C", "H", "H", "H", "H", "Br", "C", "C", "C", "N", "C", "C", "H", "H", "H", "H"],
  "coordinates": [[0.691, 0.543, -0.571], [2.669, 3.410, -3.919], [1.300, 3.699, -2.923], [0.592, 4.917, -3.086], [-0.501, 5.185, -2.331], [-1.356, 6.674, -2.547], [-0.955, 4.251, -1.357], [-2.101, 4.426, -0.551], [-2.471, 3.459, 0.336], [-1.683, 2.302, 0.441], [-0.599, 2.111, -0.272], [-0.228, 3.065, -1.200], [0.910, 2.769, -2.009], [1.560, 1.589, -1.825], [0.934, 5.628, -3.824], [-2.684, 5.332, -0.654], [-3.352, 3.563, 0.952], [-1.965, 1.512, 1.129], [2.331, 1.516, 0.906], [3.346, 0.560, 1.305], [3.425, 0.108, 2.609], [4.343, -0.886, 2.929], [5.172, -1.424, 1.953], [5.088, -0.952, 0.649], [4.171, 0.035, 0.320], [2.737, 2.136, 0.204], [2.058, 2.096, 1.698], [2.782, 0.531, 3.374], [4.413, -1.234, 3.951], [5.890, -2.190, 2.211], [5.741, -1.346, -0.119], [4.115, 0.411, -0.697], [-7.301, -5.011, -0.855], [-6.358, -4.370, -0.988], [-5.166, -3.560, -1.158], [-3.969, -4.161, -1.530], [-2.829, -3.390, -1.673], [-2.870, -2.012, -1.448], [-4.085, -1.421, -1.093], [-5.227, -2.186, -0.945], [-1.667, -1.217, -1.558], [-0.655, -0.540, -1.679], [-3.940, -5.227, -1.708], [-1.898, -3.851, -1.973], [-4.129, -0.350, -0.949], [-6.168, -1.727, -0.673], [1.224, -4.289, 4.042], [1.010, -3.012, 2.706], [1.519, -3.243, 1.439], [1.361, -2.259, 0.483], [0.747, -1.100, 0.747], [0.243, -0.904, 1.967], [0.348, -1.827, 2.986], [2.030, -4.162, 1.192], [1.731, -2.398, -0.525], [-0.256, 0.043, 2.152], [-0.069, -1.621, 3.961]],
  "charge": 1,
  "s2": 0.76,
  "spin_multiplicity": 2,
  "e_lumo_ev": [-3.583, -3.707],
  "homo_ha": [-0.4077, -0.4084],
  "homo_lumo_gap_ev": [7.51, 7.41]
}

=====

It is found that the max |F| values, taken in the order of the records, are 0.924 1.922 3.902 4.348 1.572 1.006 eV/Å.